Here is 3 unconnected molecules or ions with the total composition C5H17NO2 from the Open Molecules 2025 dataset. Energies are from ωB97M-V/def2-TZVPD.

```
! wB97M-V def2-TZVPD RIJCOSX def2/J DEFGRID3
* xyz 0 1
O -0.7820 1.8219 -1.6518
O -1.1452 2.8329 0.9484
N 0.3049 -0.4634 -0.1784
C -1.7498 -2.1564 -0.2798
C -0.5105 -1.5503 0.4633
C 0.4766 -0.8625 -1.6723
C 1.6580 -0.1729 0.3831
C 1.9872 -0.1475 1.9576
H -0.2894 2.8095 1.1507
H 1.4307 -0.6121 -2.1178
H 1.2471 0.3388 2.4313
H -1.7174 2.1685 1.2252
H 0.4515 -1.9480 -1.7053
H -1.5476 -2.7650 -1.1571
H 2.7642 0.5196 2.1770
H 1.8715 0.8922 -0.1203
H 0.1992 -2.4021 0.7043
H -0.3053 -0.5552 -2.1972
H -0.7960 -1.2241 1.4342
H -0.3654 1.5152 -0.7974
H -2.4532 -1.3652 -0.5477
H -2.0514 -2.7474 0.5672
H -1.0988 2.6454 -1.3610
H 2.2842 -1.1234 2.2491
H 2.4900 -0.8044 -0.1703
*
```

Properties
**Relative energy (zero: lowest compared OMol25 entry of this formula, charge and spin)**: 2.982 eV
**Gap between HOMO and LUMO**: 9.186 eV
**DFT total energy**: -405.832859 Ha
**Structure (SMILES)**: CCN(C)CC.O.O
**HOMO**: -8.4938 eV